No. 1
{
  "formula": "CH2N4OS",
  "method": "ωB97M-V/def2-TZVPD",
  "elements": ["C", "H", "H", "N", "N", "N", "N", "O", "S"],
  "coordinates": [[-0.27902, -0.09730, -0.79116], [-0.61491, -0.97290, 2.18513], [-1.99766, 0.54763, -0.08480], [0.41875, -0.33012, 0.40417], [1.91165, 0.36167, -1.05132], [0.83517, -0.12994, -1.75359], [-1.57039, 0.23462, -1.03727], [1.70830, 0.12374, 0.40294], [-0.41187, 0.26260, 1.72589]],
  "atomic_forces_ev_per_a": [[-2.2, 1.0, -1.5], [-0.2, 0.0, 0.5], [0.9, -1.1, -1.9], [-2.2, 0.0, 0.9], [-4.2, -4.0, -1.9], [3.6, 4.0, 3.7], [4.5, -0.7, 2.3], [0.1, 1.1, -3.8], [-0.3, -0.1, 1.7]],
  "e_tot_ha": -731.5422,
  "e_above_lowest_kcal_mol": 84.36,
  "gap_ev": 8.586,
  "mol_weight_da": 118.1,
  "max_force_ev_per_a": 6.500,
  "homo_energy_ev": -9.84,
  "smiles": "[H]/N=c1/nnon1S"
}

No. 2
{
  "formula": "CH2N4OS",
  "method": "ωB97M-V/def2-TZVPD",
  "elements": ["C", "H", "H", "N", "N", "N", "N", "O", "S"],
  "coordinates": [[-0.03752, 0.12875, 0.14352], [-3.41950, -0.82715, 0.49466], [1.37784, -1.03346, 0.89147], [-0.96392, -0.65780, 0.32475], [0.38923, 1.08404, -0.88515], [1.58198, 1.13342, -1.08964], [1.32687, -0.07409, 0.66070], [2.27825, 0.40311, -0.30787], [-2.53324, -0.15682, -0.23245]],
  "atomic_forces_ev_per_a": [[7.2, 1.1, -2.0], [0.5, -0.7, 0.7], [1.3, -1.3, 0.1], [-3.1, -0.1, 1.1], [-4.4, 1.2, -0.8], [-0.6, 1.7, -1.9], [-1.9, 0.2, 1.0], [0.4, -2.8, 3.0], [0.6, 0.7, -1.1]],
  "e_tot_ha": -731.5734,
  "e_above_lowest_kcal_mol": 64.78,
  "gap_ev": 9.258,
  "mol_weight_da": 118.1,
  "max_force_ev_per_a": 7.589,
  "homo_energy_ev": -9.17,
  "smiles": "S/N=c1\\nno[nH]1"
}

No. 3
{
  "formula": "CH2N4P",
  "method": "ωB97M-V/def2-TZVPD",
  "elements": ["C", "N", "N", "N", "N", "P", "H", "H"],
  "coordinates": [[-0.90884, -1.69163, 0.80130], [-2.16873, -1.91413, 0.48444], [-0.21120, -2.73162, 1.21531], [-2.27160, -3.21420, 0.71854], [-1.12364, -3.68867, 1.14659], [-0.19313, 0.69502, 0.58416], [-0.43699, 0.65140, -0.78280], [1.12600, 0.29762, 0.38086]],
  "atomic_forces_ev_per_a": [[1.0, 4.0, -0.4], [0.3, 0.6, 0.0], [0.3, 1.0, -0.1], [-0.3, -1.0, 0.1], [-0.5, -1.2, 0.1], [-1.2, -3.3, 0.9], [-0.2, 0.0, -0.6], [0.6, -0.1, 0.0]],
  "e_tot_ha": -599.6192,
  "e_above_lowest_kcal_mol": 41.03,
  "gap_ev": 8.808,
  "mol_weight_da": 101.0,
  "max_force_ev_per_a": 4.117,
  "total_charge": -1,
  "homo_energy_ev": -5.05
}

No. 4
{
  "formula": "CH2N4S2",
  "method": "ωB97M-V/def2-TZVPD",
  "elements": ["C", "N", "N", "N", "N", "S", "S", "H", "H"],
  "coordinates": [[-1.29556, -0.39227, -0.23664], [0.80371, 0.11365, 0.35315], [-0.93503, -1.54969, 0.00613], [1.17551, -1.07510, 0.59493], [0.26391, -1.97143, 0.42631], [1.63827, 1.54402, 0.10998], [-2.51783, 0.73477, -0.07354], [2.93211, 1.00713, 0.07569], [-2.06511, 1.58892, -1.25602]],
  "atomic_forces_ev_per_a": [[2.3, -0.8, 0.6], [-2.3, -0.4, 0.0], [-0.5, 1.4, 0.1], [0.7, 3.1, -0.8], [-1.0, -2.7, 0.1], [1.7, -1.2, 0.3], [1.0, 1.6, -2.4], [-1.0, 0.6, 0.0], [-1.0, -1.6, 2.2]],
  "e_tot_ha": -1054.5087,
  "e_above_lowest_kcal_mol": 82.25,
  "gap_ev": [7.988, 7.989],
  "mol_weight_da": 134.2,
  "max_force_ev_per_a": 3.311,
  "homo_energy_ev": [-8.45, -8.45]
}

No. 5
{
  "formula": "CH2N5",
  "method": "ωB97M-V/def2-TZVPD",
  "elements": ["C", "N", "N", "N", "N", "N", "H", "H"],
  "coordinates": [[-1.13208, 0.47857, 0.22641], [-2.77365, 2.27114, 3.01482], [-2.25038, 0.85877, 0.20759], [-2.92813, 1.88153, 1.99067], [-3.17032, 1.47310, 0.87065], [-0.01757, -0.02913, -0.09039], [0.20886, -0.98820, 0.16247], [0.68779, 0.48349, -0.61276]],
  "atomic_forces_ev_per_a": [[-0.7, 0.0, -0.9], [-0.2, 0.3, 0.5], [1.8, -0.5, 0.5], [1.6, 0.5, 2.4], [-3.3, 0.0, -2.6], [1.0, -0.5, 0.0], [-0.1, 0.1, 0.0], [-0.1, 0.1, 0.1]],
  "e_tot_ha": -312.6633,
  "e_above_lowest_kcal_mol": 0.00,
  "gap_ev": 10.585,
  "mol_weight_da": 84.1,
  "max_force_ev_per_a": 4.174,
  "total_charge": 1,
  "homo_energy_ev": -15.47
}

No. 6
{
  "formula": "CH2NO2",
  "method": "ωB97M-V/def2-TZVPD",
  "elements": ["C", "N", "O", "O", "H", "H"],
  "coordinates": [[-0.36434, 0.71370, -1.57650], [0.67167, -1.09905, 1.73397], [-0.20366, -0.33142, 1.15639], [-1.27719, 1.43625, -1.98411], [1.58036, -1.12356, 1.21148], [-0.40684, 0.40409, -0.54123]],
  "atomic_forces_ev_per_a": [[-3.3, 3.0, -2.5], [0.4, -0.9, 0.8], [-0.3, 0.7, -0.6], [2.8, -2.1, 0.8], [-0.2, 0.4, -0.4], [0.6, -1.1, 1.9]],
  "e_tot_ha": -244.3894,
  "e_above_lowest_kcal_mol": 143.05,
  "gap_ev": [5.290, 6.388],
  "mol_weight_da": 60.0,
  "max_force_ev_per_a": 5.111,
  "total_charge": -1,
  "homo_energy_ev": [-1.44, -1.98]
}

No. 7
{
  "formula": "CH2NO2",
  "method": "ωB97M-V/def2-TZVPD",
  "elements": ["C", "N", "O", "O", "H", "H"],
  "coordinates": [[1.01695, -0.04090, -0.17303], [-1.13425, -0.45852, 0.36141], [-1.79599, 0.24191, -0.43903], [2.21770, 0.06723, 0.00733], [-1.09916, 0.06447, 1.43268], [0.79475, 0.12581, -1.18936]],
  "atomic_forces_ev_per_a": [[0.6, 0.0, 1.8], [0.2, 0.9, 2.1], [0.5, -0.1, 0.2], [0.0, -0.3, 1.0], [0.2, -0.9, -2.4], [-1.5, 0.4, -2.6]],
  "e_tot_ha": -244.3910,
  "e_above_lowest_kcal_mol": 142.06,
  "gap_ev": [6.495, 6.250],
  "mol_weight_da": 60.0,
  "max_force_ev_per_a": 3.059,
  "total_charge": -1,
  "homo_energy_ev": [-1.84, -1.60]
}

No. 8
{
  "formula": "CH2NO2S2",
  "method": "ωB97M-V/def2-TZVPD",
  "elements": ["C", "N", "O", "O", "S", "S", "H", "H"],
  "coordinates": [[0.51624, -1.04657, 0.03840], [1.11797, 0.12352, -0.05353], [-1.07152, 1.56507, 0.42659], [-2.71645, 0.42648, -0.87477], [1.29978, -2.49612, 0.04751], [-1.99484, 0.42760, 0.36041], [2.14064, 0.12774, -0.39565], [0.70819, 0.87229, 0.45104]],
  "atomic_forces_ev_per_a": [[-1.4, 0.5, 1.0], [2.8, -1.3, -1.4], [-0.3, 0.1, 0.8], [-1.1, -0.5, -1.2], [0.1, -0.3, -0.5], [2.1, 0.1, 0.5], [-1.8, 0.3, 1.1], [-0.4, 1.1, -0.2]],
  "e_tot_ha": -1040.9144,
  "e_above_lowest_kcal_mol": 29.34,
  "gap_ev": [5.820, 6.015],
  "mol_weight_da": 124.2,
  "max_force_ev_per_a": 3.342,
  "total_charge": -1,
  "homo_energy_ev": [-2.40, -2.54]
}